(1)
ORCA calculation (ωB97M-V/def2-TZVPD) on a 13-piece molecular cluster, C49H129ClN10O14 overall at a distorted geometry.

Geometry as ORCA input:
```
! wB97M-V def2-TZVPD RIJCOSX def2/J DEFGRID3
* xyz -2 1
Cl 2.751 4.965 1.867
C 1.082 -0.441 1.757
C 0.821 0.417 0.535
C 1.180 -0.444 -0.811
C 0.127 -1.400 -1.238
C -1.326 -0.841 -1.203
C -1.691 -0.102 0.132
N -0.578 0.903 0.410
O -0.936 1.934 1.403
C -1.849 -1.062 1.362
C -2.991 0.560 -0.205
C 1.803 1.685 0.501
H 0.357 -0.191 2.532
H 2.024 -0.211 2.254
H 0.971 -1.481 1.449
H 2.019 -1.117 -0.634
H 1.415 0.133 -1.706
H 0.190 -2.229 -0.533
H 0.259 -1.741 -2.264
H -2.014 -1.673 -1.354
H -1.464 -0.138 -2.025
H -1.079 -1.833 1.319
H -2.774 -1.631 1.273
H -1.841 -0.576 2.337
H -3.356 1.139 0.643
H -3.799 -0.078 -0.563
H -2.884 1.261 -1.032
H 1.674 2.334 1.367
H 1.457 2.278 -0.346
H 2.866 1.452 0.454
C 3.680 -3.579 2.580
C 3.492 -4.957 3.220
C 2.645 -4.826 4.577
O 2.474 -6.034 5.315
C 1.422 -5.944 6.360
N 2.738 -5.855 2.351
H 4.607 -3.633 2.009
H 3.970 -2.778 3.260
H 2.749 -3.295 2.089
H 4.482 -5.395 3.351
H 1.746 -4.263 4.325
H 3.290 -4.228 5.220
H 1.684 -5.183 7.095
H 1.306 -6.848 6.957
H 0.473 -5.596 5.954
H 2.486 -6.726 2.796
H 3.339 -6.092 1.574
C 1.474 -4.948 -1.709
C 2.685 -4.312 -2.429
C 3.738 -3.762 -1.434
O 4.857 -3.172 -2.119
C 5.796 -2.502 -1.262
N 3.244 -5.308 -3.286
H 0.773 -5.232 -2.494
H 1.023 -4.181 -1.080
H 1.611 -5.883 -1.165
H 2.306 -3.505 -3.057
H 4.046 -4.568 -0.768
H 3.224 -2.981 -0.874
H 6.673 -2.253 -1.860
H 6.216 -3.220 -0.557
H 5.428 -1.592 -0.787
H 3.686 -5.936 -2.630
H 4.094 -5.054 -3.769
C -1.179 -3.728 3.876
C -1.777 -4.783 2.964
C -1.553 -4.537 1.434
O -1.830 -5.701 0.634
C -2.114 -5.433 -0.728
N -1.180 -6.040 3.377
H -0.150 -3.520 3.585
H -1.121 -3.968 4.938
H -1.812 -2.842 3.832
H -2.863 -4.832 3.046
H -0.548 -4.221 1.155
H -2.183 -3.733 1.055
H -2.198 -6.376 -1.267
H -1.218 -4.938 -1.102
H -2.929 -4.779 -1.040
H -0.252 -6.120 2.986
H -1.646 -6.804 2.909
C 5.228 2.892 -1.557
C 5.874 3.553 -2.763
C 6.373 4.984 -2.334
O 6.932 5.618 -3.505
C 7.603 6.850 -3.195
N 6.973 2.793 -3.360
H 5.939 2.623 -0.776
H 4.726 1.985 -1.892
H 4.397 3.464 -1.145
H 5.182 3.712 -3.591
H 7.172 4.873 -1.601
H 5.599 5.674 -1.998
H 8.073 7.271 -4.084
H 8.464 6.707 -2.541
H 6.869 7.552 -2.801
H 7.638 2.629 -2.617
H 7.408 3.567 -3.842
C -2.359 -4.402 -4.062
C -1.888 -3.430 -5.186
C -0.907 -2.341 -4.602
O -0.615 -1.135 -5.315
C 0.557 -1.346 -6.175
N -1.389 -4.139 -6.294
H -2.853 -3.841 -3.268
H -1.582 -5.022 -3.615
H -3.114 -5.016 -4.553
H -2.777 -2.815 -5.326
H -0.003 -2.764 -4.163
H -1.493 -1.948 -3.771
H 1.196 -0.466 -6.235
H 0.133 -1.522 -7.163
H 1.171 -2.204 -5.900
H -0.462 -4.349 -5.954
H -1.263 -3.463 -7.034
C 2.251 -1.594 5.555
C 3.401 -0.717 5.982
C 3.037 -0.136 7.426
O 1.996 0.811 7.170
C 1.795 1.593 8.340
N 4.627 -1.605 5.936
H 1.221 -1.355 5.821
H 2.413 -2.596 5.952
H 2.148 -1.694 4.474
H 3.611 0.065 5.252
H 3.932 0.328 7.839
H 2.606 -0.962 7.991
H 0.831 2.078 8.494
H 2.563 2.362 8.418
H 1.902 0.969 9.227
H 4.510 -2.374 6.580
H 5.312 -1.016 6.388
C -6.354 -1.621 0.095
C -6.401 -0.207 0.690
C -6.857 0.942 -0.310
O -6.025 1.053 -1.414
C -6.288 2.296 -2.056
N -7.333 -0.306 1.776
H -7.343 -1.868 -0.290
H -6.165 -2.364 0.870
H -5.600 -1.674 -0.690
H -5.404 0.072 1.031
H -6.804 1.837 0.309
H -7.886 0.755 -0.618
H -7.321 2.340 -2.399
H -5.585 2.303 -2.889
H -6.056 3.119 -1.380
H -8.274 -0.591 1.543
H -6.946 -1.100 2.267
C -3.504 6.578 -4.590
C -4.048 5.271 -5.208
C -3.053 4.095 -4.935
O -3.649 2.891 -5.406
C -3.118 1.723 -4.822
N -5.386 5.024 -4.741
H -2.441 6.622 -4.828
H -3.697 6.562 -3.517
H -3.951 7.492 -4.980
H -4.193 5.467 -6.270
H -2.978 4.009 -3.851
H -2.089 4.098 -5.444
H -3.509 1.432 -3.848
H -2.029 1.681 -4.834
H -3.514 0.933 -5.461
H -5.679 4.123 -5.090
H -6.006 5.654 -5.230
C -0.599 5.910 -2.186
C -0.689 4.440 -1.779
C 0.117 3.519 -2.640
O 1.426 4.139 -2.810
C 2.320 3.391 -3.594
N -0.149 4.297 -0.454
H 0.387 6.357 -2.059
H -1.380 6.435 -1.637
H -0.787 6.151 -3.233
H -1.710 4.082 -1.910
H -0.438 3.441 -3.575
H 0.239 2.572 -2.114
H 3.148 4.012 -3.935
H 1.989 2.781 -4.435
H 2.839 2.737 -2.894
H 0.826 4.324 -0.714
H -0.240 3.299 -0.322
C -4.373 3.553 1.758
C -3.885 4.124 0.365
O -3.129 5.322 0.782
O -3.345 3.372 2.743
H -4.781 2.564 1.547
H -5.205 4.163 2.111
H -4.694 4.368 -0.324
H -3.223 3.389 -0.095
H -3.646 6.008 0.353
H -3.696 3.020 3.564
C -1.204 2.220 5.704
C 0.195 2.053 5.152
O 0.425 2.402 3.810
O -1.707 3.495 5.331
H -1.100 2.295 6.787
H -1.872 1.432 5.355
H 0.483 1.014 5.316
H 0.939 2.649 5.681
H 0.123 1.728 3.196
H -2.392 3.726 5.962
*
```

E: -4004.9751 a.u.

---

(2)
ORCA calculation (ωB97M-V/def2-TZVPD) on a 29-piece molecular cluster, C49H146N49O37 overall at a distorted geometry.

Geometry as ORCA input:
```
! wB97M-V def2-TZVPD RIJCOSX def2/J DEFGRID3
* xyz 1 1
C -0.126 2.580 0.941
C -0.225 1.389 -0.047
C 1.035 1.393 -1.071
C 1.339 0.065 -1.807
C 1.434 -1.094 -0.760
C 0.167 -1.253 0.140
N -0.242 0.120 0.735
O -1.356 -0.078 1.706
C 0.629 -2.056 1.371
C -0.993 -1.913 -0.663
C -1.546 1.604 -0.872
H -1.118 2.623 1.391
H 0.122 3.495 0.403
H 0.659 2.401 1.676
H 1.995 1.629 -0.612
H 0.877 2.195 -1.792
H 2.308 0.226 -2.280
H 0.574 0.017 -2.582
H 2.240 -0.818 -0.080
H 1.615 -2.067 -1.215
H 1.439 -1.581 1.925
H 1.028 -3.030 1.086
H -0.251 -2.189 1.999
H -1.947 -1.859 -0.138
H -0.789 -2.943 -0.956
H -1.189 -1.344 -1.572
H -1.431 1.230 -1.889
H -1.633 2.658 -1.137
H -2.389 1.166 -0.338
C 0.736 2.502 7.057
C -0.706 2.946 7.273
O -1.146 3.067 8.642
C -2.377 3.603 8.772
O -2.959 4.262 7.966
O -2.880 3.253 9.948
C -4.009 3.879 10.512
H 0.914 1.595 7.635
H 1.501 3.247 7.274
H 0.973 2.160 6.050
H -1.415 2.241 6.838
H -0.777 3.898 6.746
H -4.178 3.654 11.565
H -4.828 3.406 9.970
H -4.040 4.938 10.255
C 6.675 -1.020 -6.371
C 6.109 0.478 -6.502
O 6.785 1.314 -5.549
C 6.581 2.617 -5.416
O 5.780 3.218 -6.105
O 7.323 3.172 -4.435
C 8.036 2.243 -3.481
H 7.367 -1.138 -7.204
H 5.957 -1.816 -6.175
H 7.238 -1.022 -5.437
H 5.040 0.388 -6.308
H 6.094 0.782 -7.549
H 8.617 1.395 -3.844
H 7.377 1.829 -2.717
H 8.699 2.808 -2.826
C -1.135 -7.834 0.150
C -1.021 -6.437 -0.447
O -1.262 -5.540 0.622
C -2.432 -4.925 0.730
O -3.383 -5.175 0.040
O -2.265 -3.961 1.628
C -3.344 -3.156 2.036
H -0.800 -8.442 -0.691
H -2.134 -8.174 0.424
H -0.420 -7.875 0.971
H -1.527 -6.198 -1.382
H 0.023 -6.363 -0.750
H -3.039 -2.408 2.768
H -4.165 -3.678 2.527
H -3.630 -2.597 1.145
C -1.514 -6.361 4.779
C -0.273 -6.587 3.893
O 0.802 -6.398 4.862
C 1.460 -5.237 4.908
O 1.234 -4.182 4.315
O 2.316 -5.408 5.762
C 3.201 -4.403 6.128
H -1.710 -7.115 5.541
H -2.466 -6.225 4.266
H -1.422 -5.393 5.272
H -0.316 -5.932 3.023
H -0.104 -7.593 3.509
H 4.099 -4.868 6.534
H 2.826 -4.008 7.072
H 3.355 -3.620 5.385
C -6.597 -0.158 4.113
O -6.954 0.939 3.755
N -7.388 -1.100 4.397
N -5.349 -0.468 4.436
H -6.990 -2.014 4.556
H -8.371 -0.977 4.198
H -5.062 -1.395 4.717
H -4.799 0.374 4.533
C 1.326 5.182 4.156
O 1.897 4.138 3.917
N 0.062 5.197 4.164
N 1.885 6.320 4.414
H -0.412 4.311 4.059
H -0.403 6.093 4.147
H 1.292 7.092 4.682
H 2.879 6.202 4.551
C -6.238 -4.263 -2.592
O -5.352 -3.489 -2.870
N -7.397 -4.143 -3.103
N -6.130 -5.184 -1.726
H -8.094 -4.757 -2.706
H -7.617 -3.279 -3.577
H -6.891 -5.753 -1.383
H -5.244 -5.356 -1.274
C -4.061 4.482 -3.161
O -4.058 5.598 -2.566
N -4.159 3.427 -2.412
N -3.860 4.179 -4.471
H -4.337 2.585 -2.941
H -4.322 3.457 -1.416
H -3.814 3.174 -4.558
H -3.614 4.885 -5.150
C 2.898 -6.295 1.169
O 1.899 -6.786 0.769
N 2.993 -5.270 1.943
N 4.088 -6.882 1.020
H 3.923 -5.044 2.265
H 2.151 -4.740 2.121
H 4.201 -7.670 0.398
H 4.837 -6.262 1.295
C 2.881 -1.080 7.738
O 1.866 -0.913 8.223
N 3.083 -0.989 6.482
N 3.909 -1.543 8.303
H 2.314 -0.558 5.990
H 3.989 -0.743 6.109
H 4.783 -1.739 7.836
H 3.830 -1.858 9.260
C 1.274 1.432 -4.839
O 0.968 0.248 -5.069
N 2.482 1.788 -4.461
N 0.404 2.447 -4.809
H 2.826 2.731 -4.345
H 3.170 1.058 -4.345
H -0.540 2.251 -5.109
H 0.646 3.425 -4.879
C -1.597 -3.762 -3.389
O -1.560 -2.617 -3.709
N -0.460 -4.334 -3.019
N -2.609 -4.535 -3.394
H 0.422 -3.844 -2.982
H -0.400 -5.303 -3.295
H -3.517 -4.110 -3.273
H -2.486 -5.533 -3.299
C 2.481 6.294 0.114
O 2.072 7.381 0.499
N 3.175 5.472 0.818
N 2.156 5.662 -0.972
H 3.256 5.792 1.773
H 3.607 4.654 0.413
H 2.406 4.695 -1.117
H 1.503 6.129 -1.586
C 3.037 1.360 2.403
O 3.376 0.345 1.742
N 3.348 2.589 2.089
N 2.193 1.298 3.394
H 3.045 3.414 2.587
H 3.942 2.726 1.284
H 1.897 2.173 3.803
H 1.742 0.460 3.734
C -5.019 -0.097 -0.319
O -4.345 0.111 0.645
N -5.013 -1.237 -1.103
N -5.942 0.728 -0.641
H -4.518 -2.042 -0.745
H -5.577 -1.265 -1.940
H -5.990 1.561 -0.071
H -6.514 0.561 -1.456
C 4.457 2.306 -1.178
O 4.250 3.247 -0.501
N 4.586 2.428 -2.478
N 4.554 1.038 -0.757
H 4.506 3.343 -2.900
H 4.686 1.593 -3.037
H 4.217 0.766 0.156
H 4.662 0.353 -1.491
C -6.090 3.925 1.622
O -5.565 3.050 1.054
N -7.259 3.762 2.219
N -5.625 5.113 1.706
H -7.600 4.461 2.863
H -7.476 2.808 2.470
H -6.141 5.757 2.289
H -4.769 5.421 1.267
C -0.439 -1.092 5.074
O 0.505 -0.530 4.521
N -0.689 -2.389 5.151
N -1.451 -0.453 5.655
H -1.610 -2.738 5.372
H 0.035 -2.985 4.775
H -1.434 0.555 5.704
H -1.715 -1.122 6.364
C -0.253 6.630 -4.126
O 0.098 6.714 -2.980
N -1.410 6.973 -4.555
N 0.493 6.287 -5.106
H -1.576 6.677 -5.506
H -2.097 7.253 -3.869
H 0.371 6.803 -5.967
H 1.395 5.907 -4.858
C 4.155 -1.534 -3.198
O 4.686 -0.489 -3.419
N 3.053 -1.964 -3.631
N 4.595 -2.305 -2.240
H 2.830 -2.945 -3.542
H 2.417 -1.355 -4.126
H 4.217 -3.233 -2.114
H 5.407 -2.024 -1.709
C -4.336 -2.610 -6.872
O -4.832 -1.465 -6.837
N -4.175 -3.330 -7.932
N -3.836 -3.147 -5.877
H -3.796 -4.266 -7.915
H -4.481 -2.881 -8.783
H -3.283 -3.986 -5.979
H -4.104 -2.702 -5.011
C 3.712 5.492 -4.361
O 2.946 4.548 -4.119
N 4.422 5.612 -5.390
N 3.970 6.432 -3.522
H 5.057 6.379 -5.559
H 4.398 4.818 -6.013
H 4.893 6.825 -3.632
H 3.647 6.403 -2.565
C -2.117 6.447 0.234
O -3.277 6.446 0.658
N -1.073 6.747 0.962
N -1.760 6.220 -0.952
H -1.135 6.920 1.955
H -0.203 6.845 0.457
H -2.454 6.153 -1.683
H -0.818 6.390 -1.277
C 1.680 -3.213 -6.710
O 2.422 -2.816 -7.597
N 1.551 -4.386 -6.353
N 0.904 -2.428 -5.959
H 0.681 -4.620 -5.895
H 2.064 -5.018 -6.950
H 1.006 -1.432 -6.094
H 0.297 -2.739 -5.214
C 4.570 -2.574 2.764
O 5.119 -3.643 3.071
N 4.513 -2.137 1.511
N 4.112 -1.693 3.633
H 4.863 -2.779 0.814
H 3.890 -1.362 1.334
H 4.452 -1.758 4.582
H 3.756 -0.798 3.327
C -2.745 2.732 3.472
O -2.046 2.555 4.409
N -3.361 1.707 2.884
N -2.999 3.897 2.951
H -4.016 1.832 2.126
H -3.063 0.769 3.111
H -3.703 3.964 2.230
H -2.562 4.734 3.309
C -3.041 0.497 -4.596
O -3.659 1.498 -4.656
N -2.329 0.063 -5.582
N -3.022 -0.291 -3.517
H -2.175 0.710 -6.342
H -2.318 -0.944 -5.654
H -3.568 0.037 -2.733
H -2.431 -1.106 -3.610
C 2.839 -5.538 -2.587
O 3.609 -4.831 -1.955
N 2.944 -5.701 -3.876
N 1.874 -6.247 -2.152
H 3.543 -5.114 -4.439
H 2.371 -6.417 -4.301
H 1.393 -6.962 -2.679
H 1.761 -6.149 -1.153
*
```

E: -7421.9900 a.u.

---

Q: Among the records above, which one has the highest E?
A: C49H129ClN10O14